C29H23N7O3RuS as an isolated structure. Source: the Open Molecules 2025 dataset; level of theory: ωB97M-V with the def2-TZVPD basis set.

For the frontier orbital gap (spin up / spin down), the calculation gives 6.51 / 5.75 eV. As for the HOMO energy (spin up / spin down): -3.9 / -4.5 eV.

```
! RIJCOSX wB97M-V def2-TZVPD def2/J DEFGRID3
* xyz -1 6
Ru -0.250 0.097 -0.333
C 2.727 2.654 2.427
O 1.516 3.317 2.766
C 0.484 2.541 3.240
C -0.166 2.999 4.360
C -1.290 2.339 4.873
C -1.744 1.220 4.221
C -1.115 0.734 3.061
C -1.739 -0.410 2.435
N -1.487 -0.890 1.273
N -2.244 -2.007 0.924
C -2.018 -2.336 -0.323
O -1.224 -1.755 -1.136
C -2.755 -3.541 -0.831
C -3.675 -4.227 -0.042
C -4.331 -5.340 -0.541
C -4.077 -5.782 -1.835
C -3.163 -5.100 -2.625
C -2.506 -3.984 -2.126
C 0.050 1.367 2.539
O 0.697 0.941 1.511
H 2.667 2.221 1.434
H 2.956 1.865 3.151
H 3.512 3.412 2.459
H 0.216 3.898 4.829
H -1.790 2.710 5.758
H -2.621 0.696 4.585
H -2.531 -0.905 3.002
H -3.859 -3.870 0.962
H -5.047 -5.867 0.079
H -4.592 -6.652 -2.224
H -2.963 -5.437 -3.635
H -1.795 -3.432 -2.727
N 0.494 4.563 -0.616
C 0.603 3.219 -0.921
S -0.906 2.369 -1.046
N 1.827 2.825 -1.111
N 2.003 1.469 -1.464
C 3.078 0.790 -0.897
C 4.301 1.532 -0.618
C 5.071 1.247 0.515
C 6.239 1.943 0.774
C 6.661 2.944 -0.090
C 5.898 3.246 -1.212
C 4.728 2.556 -1.472
C 2.952 -0.622 -0.663
C 4.093 -1.447 -0.602
C 3.948 -2.793 -0.360
C 2.671 -3.318 -0.189
C 1.593 -2.456 -0.291
N 1.714 -1.151 -0.520
H -0.310 4.768 -0.045
H 1.356 4.952 -0.261
H 4.727 0.492 1.211
H 6.813 1.714 1.664
H 7.572 3.493 0.114
H 6.215 4.031 -1.887
H 4.127 2.808 -2.334
H 5.068 -1.016 -0.772
H 4.820 -3.434 -0.318
H 2.506 -4.368 0.003
H 0.577 -2.815 -0.191
N 0.933 0.444 -3.479
C 1.398 0.937 -2.544
*
```

In elementary charge units, the Mulliken charges are:
1. Ru 0.6123
2. C -0.5673
3. O -0.4979
4. C 0.1619
5. C -0.4068
6. C -0.7362
7. C -0.9129
8. C 0.5838
9. C -0.4229
10. N 0.6885
11. N -0.8871
12. C 0.5324
13. O -0.9571
14. C 0.4737
15. C -0.1943
16. C -0.6075
17. C -0.3512
18. C -0.6326
19. C -0.4452
20. C 0.2870
21. O -0.4533
22. H 0.0840
23. H 0.3096
24. H 0.3170
25. H 0.4152
26. H 0.3662
27. H 0.3239
28. H 0.2698
29. H 0.4399
30. H 0.3652
31. H 0.3645
32. H 0.3820
33. H 0.4159
34. N -0.5312
35. C 0.3221
36. S -0.4969
37. N -0.8141
38. N 0.9269
39. C -0.1671
40. C 0.3269
41. C -0.0540
42. C -0.9682
43. C -0.4494
44. C -0.7253
45. C -0.3702
46. C -0.2622
47. C -0.7660
48. C -0.5773
49. C -0.9294
50. C -0.1440
51. N 0.9375
52. H 0.2594
53. H 0.2673
54. H 0.5135
55. H 0.3645
56. H 0.3994
57. H 0.4010
58. H 0.3995
59. H 0.5512
60. H 0.4208
61. H 0.4456
62. H 0.2017
63. N -0.7958
64. C 0.9935

***

A 6-piece molecular cluster, C29H24F5O20P overall. Source: the Open Molecules 2025 dataset; level of theory: ωB97M-V with the def2-TZVPD basis set.

For the frontier orbital gap, the calculation gives 7.03 eV. Its energy above the lowest of the compared OMol25 structures with the same formula, charge and spin is 1972.1 kJ/mol. As for the HOMO energy: -8.9 eV.

```
! RIJCOSX wB97M-V def2-TZVPD def2/J DEFGRID3
* xyz 0 1
O 1.040 -2.171 -1.569
C 1.240 -0.857 -1.347
C 2.754 -0.146 -1.361
C 4.094 -0.812 -0.680
C 5.502 0.073 -0.755
C 5.630 1.557 -1.459
C 4.290 2.212 -2.153
C 2.884 1.355 -2.086
C 1.469 1.976 -2.725
O 1.511 2.587 -3.912
C 0.117 1.718 -1.815
C -0.012 0.220 -1.083
C -1.304 -0.172 -0.101
C -2.427 1.054 0.081
C -2.304 2.527 -0.644
C -1.003 2.899 -1.622
P -0.940 4.656 -2.368
O 0.086 5.555 -1.528
O -2.529 5.408 -2.117
O -0.648 4.722 -4.084
H 4.009 -1.864 -0.153
H 6.466 -0.360 -0.250
H 6.636 2.190 -1.506
H 4.264 3.276 -2.690
H -1.400 -1.218 0.456
H -3.347 0.870 0.783
H -3.109 3.358 -0.466
H -2.453 6.160 -1.454
H 0.345 4.953 -4.156
C 1.143 4.464 3.101
C 1.283 3.504 1.969
O 0.219 2.601 2.169
C -0.749 3.326 2.797
O -1.913 2.976 2.892
O -0.256 4.499 3.302
F 2.445 2.819 2.058
H 1.632 4.114 4.016
H 1.528 5.456 2.854
H 1.195 3.962 0.978
C 2.247 -4.703 0.551
C 2.699 -5.947 1.236
O 4.015 -6.125 0.764
C 4.468 -4.868 0.496
O 5.643 -4.585 0.332
O 3.445 -3.961 0.442
F 1.959 -7.009 0.845
H 1.846 -4.892 -0.450
H 1.499 -4.156 1.131
H 2.706 -5.880 2.329
C -7.152 1.635 -2.117
C -5.716 1.367 -1.821
O -5.751 0.173 -1.072
C -6.858 -0.488 -1.512
O -7.075 -1.671 -1.305
O -7.692 0.333 -2.220
F -5.194 2.342 -1.043
H -7.657 2.175 -1.309
H -7.287 2.191 -3.049
H -5.093 1.226 -2.710
C -7.570 -4.865 -0.768
C -6.258 -5.431 -0.344
O -6.352 -6.789 -0.707
C -7.189 -6.812 -1.782
O -7.302 -7.759 -2.542
O -7.884 -5.640 -1.908
F -6.113 -5.358 0.999
H -8.352 -4.997 -0.013
H -7.503 -3.804 -1.021
H -5.393 -4.976 -0.837
C 6.521 0.044 3.752
C 6.983 1.266 4.469
O 7.420 2.112 3.429
C 6.661 1.770 2.350
O 6.551 2.453 1.346
O 6.032 0.569 2.534
F 8.040 0.989 5.264
H 7.335 -0.658 3.544
H 5.733 -0.484 4.296
H 6.201 1.769 5.048
*
```

In elementary charge units, the Mulliken charges are:
1. O -0.5480
2. C 0.1785
3. C 0.4043
4. C -0.3782
5. C -0.2852
6. C -0.2952
7. C -0.4774
8. C 0.1945
9. C 0.0091
10. O -0.5474
11. C 0.1816
12. C 0.4814
13. C -0.6633
14. C -0.3236
15. C -0.3610
16. C 0.4488
17. P 0.9308
18. O -0.7096
19. O -0.5903
20. O -0.5097
21. H 0.2816
22. H 0.3412
23. H 0.2709
24. H 0.2987
25. H 0.3058
26. H 0.3839
27. H 0.3251
28. H 0.3525
29. H 0.3712
30. C -0.4489
31. C 0.4783
32. O -0.1790
33. C 0.6091
34. O -0.5529
35. O -0.3219
36. F -0.2884
37. H 0.2806
38. H 0.3040
39. H 0.1256
40. C -0.4929
41. C 0.3391
42. O -0.3143
43. C 0.5632
44. O -0.5298
45. O -0.1937
46. F -0.2885
47. H 0.2653
48. H 0.2928
49. H 0.2729
50. C -0.4028
51. C 0.3374
52. O -0.1885
53. C 0.5130
54. O -0.5938
55. O -0.3010
56. F -0.3102
57. H 0.2786
58. H 0.2969
59. H 0.2951
60. C -0.0363
61. C 0.3323
62. O -0.3105
63. C 0.6617
64. O -0.5359
65. O -0.3023
66. F -0.2827
67. H 0.2252
68. H 0.0134
69. H 0.3006
70. C -0.4405
71. C 0.3129
72. O -0.2923
73. C 0.5527
74. O -0.4806
75. O -0.1745
76. F -0.2952
77. H 0.2873
78. H 0.2623
79. H 0.2859